--- A ---
This record from the OMol25 dataset describes a structure of composition CH4BrCuN2O. The level of theory is ωB97M-V/def2-TZVPD.

Properties
- Total charge: +1
- Expectation value of S²: 0.76
- LUMO (spin up / spin down): -5.07 / -8.53 eV
- HOMO level (spin up / spin down): -12.90 / -12.89 eV
- 2S+1: 2

Last column: Mulliken spin population.
Atoms and positions in Å:
Cu -2.985 -14.788 3.854  0.000
Br -4.177 -16.805 5.317  0.011
C -4.960 -19.603 8.182  -0.041
O -5.221 -20.554 8.833  0.797
N -4.552 -18.526 8.751  0.221
N -4.977 -19.587 6.910  0.013
H -4.000 -18.635 9.590  -0.006
H -4.847 -17.733 8.200  -0.001
H -4.594 -18.771 6.454  0.002
H -5.263 -20.372 6.343  0.004

--- B ---
This record from the OMol25 dataset describes a structure of composition CH4BrCuN2O. The level of theory is ωB97M-V/def2-TZVPD.

Properties
- Total charge: +1
- Expectation value of S²: 0.75
- LUMO (spin up / spin down): -4.78 / -8.57 eV
- HOMO level (spin up / spin down): -13.10 / -13.10 eV
- 2S+1: 2

Last column: Mulliken spin population.
Atoms and positions in Å:
Cu 5.070 0.337 -0.536  0.000
Br 2.517 0.559 -0.719  0.007
C -1.409 -0.254 0.267  -0.022
O -2.623 -0.612 0.461  0.924
N -0.592 -1.053 -0.427  0.051
N -0.904 0.895 0.710  0.038
H -0.932 -1.919 -0.813  0.000
H 0.324 -0.664 -0.595  0.001
H 0.086 1.099 0.619  0.002
H -1.536 1.613 1.032  -0.001

Of them, B has the highest stability.

--- A ---
This record from the OMol25 dataset describes a cluster of 2 separate species, H4INP2 in total. The level of theory is ωB97M-V/def2-TZVPD.

Properties
- LUMO: -0.79 eV
- HOMO level: -9.02 eV
- 2S+1: 1

Last column: natural (NBO) charge in e.
Atoms and positions in Å:
N 1.583 -0.568 0.144  -0.995
P -1.535 -0.226 -0.705  0.078
P -2.449 1.381 0.105  0.006
I 3.486 0.142 -0.149  0.262
H 1.626 -1.582 0.144  0.370
H -1.699 -1.034 0.436  -0.052
H 1.298 -0.280 1.077  0.370
H -2.310 2.166 -1.051  -0.040

--- B ---
This record from the OMol25 dataset describes a cluster of 2 separate species, H4INP2 in total. The level of theory is ωB97M-V/def2-TZVPD.

Properties
- LUMO: -0.73 eV
- HOMO level: -9.11 eV
- 2S+1: 1

Last column: natural (NBO) charge in e.
Atoms and positions in Å:
N 1.092 -0.914 -2.575  -0.996
P 0.931 -0.585 0.307  0.100
P -0.354 0.869 0.892  -0.020
I -0.869 -1.685 -2.960  0.251
H 1.625 -1.383 -3.310  0.384
H 1.788 0.478 -0.133  -0.062
H 1.158 0.084 -2.478  0.384
H -1.253 -0.185 1.346  -0.041

Of them, A has the highest stability.